Molecular formula: C21H36CuP2S
Method: DFT, ωB97M-V/def2-TZVPD

```
61
Properties=species:S:1:pos:R:3:mulliken_charge:R:1
P -0.53826 -2.26406 1.03822 1.28
P -1.08002 1.83405 1.51375 0.43
C -1.09438 -0.73887 0.12982 -0.54
C -0.34979 0.58390 0.31280 0.23
H -2.16135 -0.59695 0.40525 0.48
H -1.04073 -0.99422 -0.94035 -0.09
H 0.63861 0.38889 0.76048 -0.27
H -0.20019 1.11128 -0.65763 -0.39
C -2.61792 2.42372 0.69230 -1.24
H -3.07001 3.20688 1.31874 0.37
H -3.34153 1.60295 0.60657 0.37
H -2.37696 2.85203 -0.28869 0.31
C 0.02952 3.21976 1.02056 -1.25
H -0.17619 3.43015 -0.04102 0.44
H 1.07657 2.92152 1.18839 0.32
H -0.20156 4.10531 1.63194 0.42
C -1.46904 -3.54860 0.24487 -1.36
H -1.61398 -4.38798 0.93332 0.44
H -0.93167 -3.90112 -0.64581 0.40
H -2.44613 -3.14996 -0.05491 0.41
C 1.19939 -2.49989 0.61567 -1.06
H 1.81219 -1.63716 0.91145 0.27
H 1.30776 -2.67925 -0.46539 0.18
H 1.58581 -3.38484 1.13963 0.45
Cu 0.79531 -0.07397 -2.71566 -0.37
C 1.04172 1.37694 -3.97523 0.24
C -0.28328 1.29995 -3.51085 -0.25
C -1.39949 0.54610 -4.18825 -1.13
C -1.09079 -0.94029 -4.55196 -1.09
C -0.07356 -1.58779 -3.63314 0.34
C 1.31926 -1.54244 -3.83340 -0.44
C 1.98635 -0.83195 -4.98395 -1.02
C 1.66129 0.69330 -5.17992 -1.15
C -0.67900 -2.04831 2.79219 -0.87
H 1.65192 2.21066 -3.58373 0.50
H -0.61826 2.03127 -2.75618 0.60
H -1.72748 1.04970 -5.10400 0.40
H -2.26823 0.56985 -3.51240 0.34
H -2.04025 -1.49308 -4.44039 0.39
H -0.78026 -0.99112 -5.61130 0.30
H -0.46202 -2.39362 -3.01206 0.53
H 1.92546 -2.26259 -3.28023 0.56
H 1.82773 -1.35651 -5.93714 0.36
H 3.07235 -0.88634 -4.78102 0.41
H 2.63402 1.19766 -5.33805 0.32
H 1.10360 0.84382 -6.12420 0.31
H 0.09869 -1.36217 3.14805 0.01
H -0.56158 -3.01541 3.30288 0.44
H -1.65471 -1.61073 3.03837 0.39
S 2.00948 0.65832 2.71385 -0.40
C 1.38929 0.92179 4.25274 0.45
C 2.16435 0.42998 5.33803 -0.53
C 1.71061 0.54446 6.63951 -0.44
C 0.47753 1.18387 6.89501 -0.43
C -0.27906 1.71492 5.83483 -0.66
C 0.17925 1.61490 4.52603 -0.02
H 3.11772 -0.04816 5.09852 0.33
H 2.31373 0.13657 7.45397 0.33
H 0.10884 1.25878 7.91948 0.33
H -1.22738 2.21146 6.03590 0.37
H -0.38330 2.05264 3.69375 -0.04
```

Results
Orbital gap (spin up / spin down): 5.62 / 5.57 eV
Energy: -3542.959686 Eh
Maximum force: 3.130 eV Å⁻¹
Relative energy (zero: lowest compared OMol25 entry of this formula, charge and spin): 0.0000 eV
2S+1: 2